Entry 1:
2 unconnected molecules or ions with the total composition C27H46N2O2P in a non-equilibrium geometry. Source: the OMol25 dataset; level of theory: the ωB97M-V functional and the def2-TZVPD basis.

Computed properties:
Max |F| ... 2.29 eV/Å
Total charge ... +1
Orbital gap ... 0.2814 Eh
Electronic energy ... -1657.5122 Ha

Bonds (Å) are listed after each position.
Geometry (Å):
1 C -2.54888 -2.89563 0.13682  C2 1.543, H28 1.092, H29 1.098, H30 1.092
2 C -2.00306 -4.24865 0.63865  C1 1.543, C3 1.540, H31 1.093, H32 1.097
3 C -2.13845 -4.44991 2.15953  C2 1.540, C4 1.557, H33 1.093, H34 1.095
4 C -1.52474 -3.30931 3.02306  C3 1.557, C5 1.546, H35 1.096, H36 1.096
5 C -0.00788 -3.50380 3.25162  C4 1.546, C6 1.556, H37 1.094, H38 1.095
6 C 0.84909 -3.08620 2.02194  C5 1.556, C7 1.557, H39 1.098, H40 1.089
7 C 1.97446 -2.11635 2.48637  C6 1.557, C8 1.554, H41 1.093, H42 1.096
8 C 2.54891 -1.30852 1.29008  C7 1.554, C9 1.547, H43 1.091, H44 1.096
9 C 2.19743 0.19761 1.29854  C8 1.547, C10 1.489, H45 1.095, H46 1.095
10 C 0.75078 0.54587 1.23639  C9 1.489, N11 1.290, C14 1.513
11 N -0.21617 -0.00091 1.89219  C10 1.290, C12 1.468, H47 1.015
12 C -1.55219 0.57354 1.69102  N11 1.468, C13 1.540, H48 1.091, H49 1.093
13 C -1.37181 1.21432 0.30255  C12 1.540, C14 1.560, H50 1.086, H51 1.095
14 C 0.12569 1.64094 0.40016  C10 1.513, C13 1.560, C15 1.541, P24 1.926
15 C 0.45733 3.11727 0.68990  C14 1.541, C16 1.537, H52 1.094, H53 1.096
16 C 0.16603 3.62847 2.10961  C15 1.537, O17 1.222, C18 1.528
17 O -0.41524 4.68866 2.28898  C16 1.222
18 C 0.63973 2.86623 3.34569  C16 1.528, C19 1.364, C23 1.382
19 C -0.22185 2.32474 4.25443  C18 1.364, C20 1.376, H54 1.086
20 C 0.24593 1.61549 5.33717  C19 1.376, C21 1.370, H55 1.083
21 C 1.60113 1.46820 5.47571  C20 1.370, C22 1.369, H56 1.085
22 C 2.46589 2.03038 4.57619  C21 1.369, C23 1.374, H57 1.086
23 C 2.00835 2.73897 3.49179  C18 1.382, C22 1.374, H58 1.085
24 P 0.83600 1.43210 -1.37796  C14 1.926, C25 1.849, C26 1.866
25 C -0.50920 2.02461 -2.50022  P24 1.849, H59 1.096, H60 1.097, H61 1.093
26 C 1.03518 -0.37038 -1.81637  P24 1.866, C27 1.563, H62 1.097, H63 1.093
27 C 2.50478 -0.59952 -2.29691  C26 1.563, H64 1.090, H65 1.093, H66 1.092
28 H -2.53617 -2.84415 -0.95422  C1 1.092
29 H -1.86841 -2.10614 0.48148  C1 1.098
30 H -3.55433 -2.74538 0.53645  C1 1.092
31 H -0.98233 -4.41661 0.28526  C2 1.093
32 H -2.63706 -5.01132 0.16909  C2 1.097
33 H -3.17892 -4.58341 2.46653  C3 1.093
34 H -1.57744 -5.35265 2.42369  C3 1.095
35 H -2.02082 -3.37582 3.99770  C4 1.096
36 H -1.74621 -2.32360 2.59725  C4 1.096
37 H 0.16284 -4.56871 3.43266  C5 1.094
38 H 0.25111 -2.93178 4.14869  C5 1.095
39 H 0.20551 -2.49358 1.35810  C6 1.098
40 H 1.26065 -3.93384 1.47507  C6 1.089
41 H 2.75889 -2.73180 2.93415  C7 1.093
42 H 1.60293 -1.43009 3.25591  C7 1.096
43 H 2.34022 -1.79630 0.33666  C8 1.091
44 H 3.63913 -1.35046 1.39339  C8 1.096
45 H 2.72361 0.66694 0.46088  C9 1.095
46 H 2.60545 0.63144 2.21801  C9 1.095
47 H -0.14173 -0.76238 2.55933  N11 1.015
48 H -2.31758 -0.19705 1.79359  C12 1.091
49 H -1.80070 1.35459 2.41440  C12 1.093
50 H -2.10114 1.98995 0.08744  C13 1.086
51 H -1.41052 0.36835 -0.39083  C13 1.095
52 H -0.17594 3.70895 0.02150  C15 1.094
53 H 1.48925 3.37732 0.42616  C15 1.096
54 H -1.29423 2.45052 4.13812  C19 1.086
55 H -0.43223 1.15937 6.04773  C20 1.083
56 H 2.02510 0.89861 6.29603  C21 1.085
57 H 3.54064 1.92322 4.69390  C22 1.086
58 H 2.66515 3.19630 2.75948  C23 1.085
59 H -0.06267 2.09442 -3.49818  C25 1.096
60 H -1.33667 1.30532 -2.52782  C25 1.097
61 H -0.88182 2.98896 -2.14656  C25 1.093
62 H 0.86211 -1.05949 -0.98080  C26 1.097
63 H 0.31507 -0.61859 -2.59979  C26 1.093
64 H 3.04761 0.34387 -2.36389  C27 1.090
65 H 3.05295 -1.27993 -1.64087  C27 1.093
66 H 2.45829 -1.08019 -3.27666  C27 1.092
67 C -1.48611 3.27515 -6.73034  C68 1.508, H72 1.086, H73 1.090, H74 1.091
68 C -0.56242 2.09665 -6.55052  C67 1.508, O69 1.227, N70 1.352
69 O 0.11874 1.95460 -5.53983  C68 1.227
70 N -0.50115 1.18508 -7.54752  C68 1.352, C71 1.453, H75 1.008
71 C -1.22219 1.17859 -8.80904  N70 1.453, H76 1.091, H77 1.091, H78 1.084
72 H -1.42144 3.90997 -5.85143  C67 1.086
73 H -1.19264 3.85964 -7.60261  C67 1.090
74 H -2.51729 2.93784 -6.84079  C67 1.091
75 H 0.13620 0.42702 -7.35915  N70 1.008
76 H -1.81913 0.26813 -8.87469  C71 1.091
77 H -0.50472 1.18435 -9.63027  C71 1.091
78 H -1.87465 2.03990 -8.89979  C71 1.084


Entry 2:
5 unconnected molecules or ions with the total composition C27H47Br2F17NO8P in a non-equilibrium geometry. Source: the OMol25 dataset; level of theory: the ωB97M-V functional and the def2-TZVPD basis.

Computed properties:
SMILES ... CCCCNO[P@](=O)(O[C@H](Br)[C@H](C)Br)OC(F)(F)C(F)(F)C(F)(F)C(F)(F)C(F)(F)C(F)(F)C(F)(F)C(F)(F)F.CC(C)O.CC(C)O.CC(C)O.CC(C)O
Max |F| ... 2.12 eV/Å
Total charge ... 0
Orbital gap ... 0.3644 Eh
Electronic energy ... -8900.7929 Ha

Bonds (Å) are listed after each position.
Geometry (Å):
1 C 1.96619 2.01290 4.48898  C2 1.552, H41 1.092, H42 1.093, H43 1.096
2 C 2.84635 0.96263 5.21673  C1 1.552, C3 1.538, H44 1.097, H45 1.096
3 C 2.83800 -0.40269 4.50782  C2 1.538, C4 1.566, H46 1.091, H47 1.096
4 C 1.40124 -1.02523 4.48017  C3 1.566, N5 1.477, H48 1.091, H49 1.093
5 N 1.18922 -1.62188 3.14629  C4 1.477, O6 1.408, H50 1.011
6 O 0.05164 -1.10782 2.49507  N5 1.408, P7 1.619
7 P 0.45577 -0.25885 1.17674  O6 1.619, O8 1.440, O9 1.613, O15 1.658
8 O 1.83664 0.14863 1.15784  P7 1.440
9 O -0.46814 1.06379 1.19102  P7 1.613, C10 1.424
10 C -0.04743 2.00030 0.20465  O9 1.424, Br11 1.953, C12 1.547, H51 1.090
11 Br 1.01728 3.43699 0.98966  C10 1.953
12 C -1.25618 2.58468 -0.56340  C10 1.547, C13 1.557, Br14 1.950, H52 1.091
13 C -1.97094 3.69104 0.26672  C12 1.557, H53 1.088, H54 1.090, H55 1.090
14 Br -2.53196 1.21191 -1.10348  C12 1.950
15 O -0.02533 -1.03053 -0.20956  P7 1.658, C16 1.359
16 C 0.40400 -2.30992 -0.37321  O15 1.359, F17 1.328, F18 1.341, C19 1.579
17 F 1.51341 -2.59479 0.29955  C16 1.328
18 F -0.52438 -3.13218 0.13661  C16 1.341
19 C 0.65628 -2.71215 -1.87958  C16 1.579, F20 1.329, F21 1.342, C22 1.550
20 F 1.96898 -2.81043 -2.06471  C19 1.329
21 F 0.20249 -3.96974 -1.99330  C19 1.342
22 C -0.09648 -1.89806 -2.96326  C19 1.550, F23 1.333, F24 1.327, C25 1.551
23 F -1.33869 -1.65836 -2.54245  C22 1.333
24 F -0.24689 -2.69080 -4.01689  C22 1.327
25 C 0.49033 -0.53876 -3.42587  C22 1.551, F26 1.339, F27 1.323, C28 1.568
26 F -0.32829 -0.14744 -4.41080  C25 1.339
27 F 0.37584 0.41892 -2.51970  C25 1.323
28 C 1.93455 -0.54454 -4.03657  C25 1.568, F29 1.327, F30 1.339, C31 1.563
29 F 2.27156 -1.71487 -4.56427  C28 1.327
30 F 1.90000 0.28653 -5.08560  C28 1.339
31 C 3.04448 0.05225 -3.11135  C28 1.563, F32 1.331, F33 1.339, C34 1.574
32 F 2.91333 -0.26418 -1.82545  C31 1.331
33 F 2.88081 1.37976 -3.18281  C31 1.339
34 C 4.51575 -0.21818 -3.60063  C31 1.574, F35 1.339, F36 1.315, C37 1.553
35 F 5.20735 0.88691 -3.29428  C34 1.339
36 F 4.60687 -0.33204 -4.90720  C34 1.315
37 C 5.24951 -1.36069 -2.84694  C34 1.553, F38 1.306, F39 1.334, F40 1.296
38 F 4.62773 -2.50831 -2.90338  C37 1.306
39 F 6.41749 -1.52058 -3.47178  C37 1.334
40 F 5.54765 -1.01271 -1.63501  C37 1.296
41 H 2.03385 1.83501 3.41329  C1 1.092
42 H 2.30547 3.02107 4.74080  C1 1.093
43 H 0.93244 1.91000 4.83705  C1 1.096
44 H 3.87238 1.35197 5.21468  C2 1.097
45 H 2.54857 0.85812 6.26647  C2 1.096
46 H 3.28630 -0.32745 3.51590  C3 1.091
47 H 3.47353 -1.06437 5.10822  C3 1.096
48 H 1.31725 -1.82615 5.21617  C4 1.091
49 H 0.62319 -0.27046 4.61712  C4 1.093
50 H 1.14362 -2.63186 3.15993  N5 1.011
51 H 0.59977 1.52841 -0.53477  C10 1.090
52 H -0.83067 3.04091 -1.45819  C12 1.091
53 H -1.87020 3.50278 1.33385  C13 1.088
54 H -1.53546 4.64389 -0.03315  C13 1.090
55 H -3.01496 3.69191 -0.04589  C13 1.090
56 C -3.50792 7.24042 -1.59423  C57 1.520, H60 1.094, H61 1.091, H62 1.091
57 C -4.33005 6.22368 -0.81862  C56 1.520, C58 1.521, O59 1.431, H63 1.090
58 C -5.82039 6.47808 -0.98032  C57 1.521, H64 1.094, H65 1.091, H66 1.091
59 O -3.97987 6.27815 0.56785  C57 1.431, H67 0.964
60 H -3.70051 8.25314 -1.22783  C56 1.094
61 H -2.44132 7.05039 -1.46323  C56 1.091
62 H -3.73982 7.20554 -2.65971  C56 1.091
63 H -4.09098 5.21898 -1.16731  C57 1.090
64 H -6.08793 7.46608 -0.59430  C58 1.094
65 H -6.39717 5.74610 -0.41289  C58 1.091
66 H -6.11916 6.42154 -2.02833  C58 1.091
67 H -4.18667 7.16341 0.88873  O59 0.964
68 C 2.44400 -3.05412 9.54433  C69 1.521, H72 1.094, H73 1.091, H74 1.091
69 C 2.66042 -1.76176 8.77220  C68 1.521, C70 1.521, O71 1.428, H75 1.091
70 C 1.60011 -0.72778 9.11921  C69 1.521, H76 1.094, H77 1.091, H78 1.091
71 O 2.63046 -2.02868 7.36932  C69 1.428, H79 0.964
72 H 1.47368 -3.49406 9.29666  C68 1.094
73 H 3.20535 -3.78937 9.28029  C68 1.091
74 H 2.48295 -2.88305 10.62134  C68 1.091
75 H 3.65032 -1.36194 8.99642  C69 1.091
76 H 0.60307 -1.09436 8.85796  C70 1.094
77 H 1.76139 0.19095 8.55326  C70 1.091
78 H 1.61412 -0.48838 10.18371  C70 1.091
79 H 1.76065 -2.38599 7.15714  O71 0.964
80 C -5.81418 2.84383 -4.81875  C81 1.521, H84 1.094, H85 1.091, H86 1.091
81 C -4.38330 3.32338 -5.00990  C80 1.521, C82 1.521, O83 1.427, H87 1.091
82 C -3.50406 2.22573 -5.59003  C81 1.521, H88 1.094, H89 1.091, H90 1.091
83 O -3.84978 3.75338 -3.75849  C81 1.427, H91 0.965
84 H -5.84922 2.00308 -4.12006  C80 1.094
85 H -6.43037 3.63818 -4.39461  C80 1.091
86 H -6.25576 2.52761 -5.76541  C80 1.091
87 H -4.37308 4.19004 -5.67292  C81 1.091
88 H -3.46526 1.36534 -4.91565  C82 1.094
89 H -2.48001 2.58132 -5.71367  C82 1.091
90 H -3.87662 1.89086 -6.55976  C82 1.091
91 H -3.85347 2.99473 -3.16244  O83 0.965
92 C 1.79130 -7.45491 -3.57923  C93 1.521, H96 1.094, H97 1.091, H98 1.091
93 C 0.52417 -8.12193 -3.06571  C92 1.521, C94 1.521, O95 1.427, H99 1.091
94 C -0.71817 -7.51135 -3.69645  C93 1.521, H100 1.094, H101 1.091, H102 1.092
95 O 0.45479 -7.99016 -1.64642  C93 1.427, H103 0.964
96 H 1.79715 -6.39007 -3.32808  C92 1.094
97 H 2.67252 -7.89693 -3.11214  C92 1.091
98 H 1.88181 -7.55765 -4.66211  C92 1.091
99 H 0.55858 -9.19027 -3.28423  C93 1.091
100 H -0.79543 -6.44847 -3.44914  C94 1.094
101 H -1.61837 -7.99342 -3.31259  C94 1.091
102 H -0.70274 -7.61565 -4.78285  C94 1.092
103 H 0.42367 -7.04890 -1.43881  O95 0.964